C6H12S | ωB97M-V with the def2-TZVPD basis set

Computed properties:
lowest unoccupied orbital energy: 1.006 eV
HOMO energy: -8.4 eV
molecular weight: 116.23 u
DFT total energy: -17249.867 eV
relative energy (zero: lowest compared OMol25 entry of this formula, charge and spin): 167.4 kJ/mol
SMILES string: C1CCSC1.C=C
largest force on an atom: 4.2 eV/Å
total charge: 0

Last columns: bonded neighbours and bond lengths (Å).
Positions of all 19 atoms, in Å:
1 C -1.74 -0.31 -2.64  C2 1.330, H8 1.103, H9 1.066
2 C -2.69 0.06 -1.79  C1 1.330, H10 1.086, H11 1.018
3 C 1.65 0.48 1.78  C4 1.610, C5 1.514, H12 1.111, H13 1.174
4 C 1.78 -0.34 0.40  C3 1.610, C6 1.546, H14 1.079, H15 1.046
5 C 0.32 0.00 2.30  C3 1.514, S7 1.919, H16 1.024, H17 1.192
6 C 0.52 0.08 -0.40  C4 1.546, S7 1.825, H18 1.095, H19 1.089
7 S -0.87 0.00 0.78  C5 1.919, C6 1.825
8 H -1.18 -1.22 -2.36  C1 1.103
9 H -1.52 0.04 -3.62  C1 1.066
10 H -3.18 1.03 -1.78  C2 1.086
11 H -3.04 -0.41 -0.96  C2 1.018
12 H 2.47 0.33 2.51  C3 1.111
13 H 1.76 1.63 1.56  C3 1.174
14 H 2.70 -0.05 -0.09  C4 1.079
15 H 1.82 -1.37 0.56  C4 1.046
16 H 0.34 -0.99 2.55  C5 1.024
17 H -0.24 0.55 3.19  C5 1.192
18 H 0.72 1.10 -0.76  C6 1.095
19 H 0.37 -0.60 -1.24  C6 1.089